1.
Below is a structure of composition C41H25N9O5Tb, with properties calculated with the ωB97M-V functional and the def2-TZVPD basis.

Its spin multiplicity is 7. As for the lowest unoccupied orbital energy (spin up / spin down): 1.2 / 1.2 eV. Its net charge is -1. The calculation puts the HOMO energy (spin up / spin down) at -3.77 / -3.71 eV. The HOMO-LUMO gap (spin up / spin down) is 5.01 / 4.92 eV. The max |F| is 1.1 eV/Å.

Atoms and positions in Å:
Tb1 0.59 -0.67 0.09
C1 -3.16 4.07 -2.86
C2 -2.97 3.30 -4.02
C3 -2.00 2.31 -4.06
C4 -1.24 2.10 -2.92
C5 -0.19 1.13 -2.60
N1 0.17 1.30 -1.29
C6 -0.49 2.35 -0.77
N2 -0.36 2.89 0.44
C7 0.48 2.42 1.35
C8 0.70 3.10 2.64
C9 0.13 4.25 3.19
C10 0.57 4.63 4.45
C11 1.56 3.90 5.13
C12 2.12 2.76 4.57
C13 1.67 2.38 3.31
C14 2.03 1.26 2.43
N3 3.01 0.42 2.72
C15 3.48 -0.47 1.85
N4 3.01 -0.75 0.60
C16 3.86 -1.61 -0.01
N5 3.83 -2.05 -1.27
C17 2.94 -1.64 -2.16
N6 1.86 -0.84 -1.98
C18 1.30 -0.56 -3.20
N7 0.31 0.27 -3.48
C19 2.03 -1.30 -4.24
C20 1.88 -1.40 -5.61
C21 2.76 -2.20 -6.31
C22 3.80 -2.88 -5.64
C23 3.96 -2.77 -4.27
C24 3.05 -1.97 -3.58
C25 4.93 -1.97 0.93
C26 6.03 -2.82 0.80
C27 6.86 -2.94 1.90
C28 6.62 -2.22 3.08
C29 5.53 -1.37 3.19
C30 4.69 -1.26 2.09
N8 1.28 1.32 1.31
C31 -1.43 2.87 -1.78
C32 -2.39 3.87 -1.73
H1 -3.94 4.83 -2.86
H2 -3.58 3.49 -4.89
H3 -1.84 1.71 -4.95
H4 -0.61 4.81 2.65
H5 0.15 5.51 4.92
H6 1.88 4.23 6.11
H7 2.88 2.19 5.08
H8 1.08 -0.86 -6.12
H9 2.67 -2.32 -7.38
H10 4.48 -3.50 -6.21
H11 4.76 -3.27 -3.75
H12 6.21 -3.36 -0.11
H13 7.72 -3.59 1.85
H14 7.29 -2.34 3.93
H15 5.33 -0.81 4.10
H16 -2.54 4.44 -0.83
C33 -4.43 3.50 2.58
O1 -4.99 2.99 1.38
C34 -4.33 1.97 0.78
C35 -4.87 1.56 -0.46
C36 -4.22 0.58 -1.16
C37 -3.02 -0.01 -0.70
C38 -2.35 -0.99 -1.53
C39 -3.01 -1.48 -2.80
O2 -1.23 -1.45 -1.28
C40 -2.49 0.41 0.55
O3 -1.37 -0.02 1.03
C41 -3.19 1.39 1.29
H17 -5.07 4.32 2.88
H18 -3.42 3.86 2.40
H19 -4.41 2.74 3.36
H20 -5.76 2.04 -0.84
H21 -4.62 0.27 -2.11
H22 -3.15 -0.66 -3.50
H23 -3.99 -1.92 -2.61
H24 -2.35 -2.22 -3.25
H25 -2.75 1.71 2.22
O4 0.75 -2.05 2.00
N9 1.02 -3.13 1.42
O5 0.92 -3.01 0.17

These are the Mulliken partial charges, in e, on atoms 1 to 2:
1. Tb 0.153
2. C -0.697

2.
Below is a structure of composition C41H28BrF5IrN3O6S2, with properties calculated with the ωB97M-V functional and the def2-TZVPD basis.

Its spin multiplicity is 5. As for the lowest unoccupied orbital energy (spin up / spin down): -0.2 / -2.2 eV. The calculation puts the HOMO energy (spin up / spin down) at -7.11 / -8.33 eV. The HOMO-LUMO gap (spin up / spin down) is 6.95 / 6.10 eV. The max |F| is 0.8 eV/Å. For the energy relative to the best compared isomer or geometry (same formula, charge and spin), the calculation gives 0.000 eV.

Atoms and positions in Å:
Ir1 0.21 -0.48 0.03
O1 -4.17 0.04 -0.61
C1 -4.50 0.69 0.53
C2 -5.81 1.14 0.66
C3 -6.21 1.80 1.81
C4 -5.32 2.01 2.86
C5 -4.02 1.56 2.72
C6 -3.59 0.92 1.56
C7 -2.14 0.50 1.46
O2 -1.89 -0.51 0.58
N1 -1.37 1.70 1.02
N2 -0.14 1.45 0.55
C8 0.55 2.56 0.05
C9 1.76 2.55 -0.52
Br1 2.70 0.92 -0.80
C10 2.44 3.72 -1.05
C11 2.28 5.06 -0.61
C12 1.77 5.41 0.66
C13 1.65 6.74 1.03
C14 2.04 7.75 0.16
C15 2.56 7.42 -1.09
C16 2.69 6.11 -1.47
H1 -3.27 -0.33 -0.47
H2 -6.50 0.95 -0.15
H3 -7.24 2.13 1.90
H4 -5.64 2.50 3.76
H5 -3.31 1.70 3.54
H6 -1.77 0.26 2.47
H7 -1.49 2.56 1.55
H8 0.02 3.50 0.09
H9 3.12 3.55 -1.87
H10 1.51 4.64 1.37
H11 1.28 6.99 2.01
H12 1.95 8.79 0.46
H13 2.86 8.21 -1.77
H14 3.09 5.85 -2.44
O3 -1.62 -1.13 -6.05
S1 -2.16 -1.37 -4.74
O4 -3.03 -2.50 -4.54
N3 -0.96 -1.38 -3.62
C17 -1.05 -0.34 -2.85
O5 -0.21 -0.08 -1.91
C18 -2.19 0.59 -3.11
C19 -2.52 1.77 -2.47
C20 -3.64 2.46 -2.92
C21 -4.40 1.97 -3.98
C22 -4.06 0.79 -4.62
C23 -2.95 0.12 -4.16
H15 -1.92 2.14 -1.65
H16 -3.93 3.39 -2.44
H17 -5.27 2.52 -4.31
H18 -4.64 0.40 -5.45
F1 -0.69 -2.84 1.87
C24 0.02 -1.96 2.60
C25 0.63 -0.87 1.98
C26 1.36 -0.04 2.82
F2 1.99 1.04 2.34
C27 1.50 -0.27 4.18
F3 2.22 0.54 4.95
C28 0.88 -1.37 4.75
F4 1.01 -1.62 6.05
C29 0.13 -2.22 3.95
F5 -0.46 -3.29 4.50
O6 1.13 -2.29 -0.52
S2 1.10 -3.78 -0.24
C30 2.24 -4.38 -1.48
C31 2.45 -5.75 -1.55
C32 3.32 -6.24 -2.51
C33 3.95 -5.37 -3.39
C34 3.71 -4.00 -3.31
C35 2.84 -3.50 -2.35
C36 2.10 -4.02 1.21
C37 3.25 -3.27 1.40
C38 3.98 -3.43 2.56
C39 3.55 -4.34 3.53
C40 2.40 -5.09 3.33
C41 1.66 -4.93 2.16
H19 1.95 -6.43 -0.86
H20 3.50 -7.31 -2.58
H21 4.62 -5.75 -4.14
H22 4.18 -3.33 -4.01
H23 2.62 -2.44 -2.29
H24 3.57 -2.56 0.64
H25 4.87 -2.85 2.73
H26 4.11 -4.46 4.44
H27 2.06 -5.79 4.08
H28 0.74 -5.48 2.01

These are the Mulliken partial charges, in e, on atoms 1 to 2:
1. Ir 1.340
2. O -0.698

3.
Below is a structure of composition C41H30O2P2Y, with properties calculated with the ωB97M-V functional and the def2-TZVPD basis.

As for the lowest unoccupied orbital energy: -2.5 eV. Its net charge is +1. The calculation puts the HOMO energy at -10.56 eV. The HOMO-LUMO gap is 8.10 eV. The max |F| is 0.6 eV/Å. For the energy relative to the best compared isomer or geometry (same formula, charge and spin), the calculation gives 0.000 eV.

Atoms and positions in Å:
Y1 -0.08 -0.33 0.12
O1 0.24 -2.66 0.09
C1 0.23 -2.49 -1.16
O2 -0.54 -1.59 -1.65
C2 1.30 -3.02 -2.04
C3 1.22 -4.25 -2.68
C4 2.25 -4.64 -3.52
C5 3.35 -3.82 -3.71
C6 3.43 -2.60 -3.06
C7 2.40 -2.19 -2.22
P1 2.53 -0.67 -1.19
C8 3.97 -1.09 -0.18
C9 5.27 -0.70 -0.51
C10 6.34 -1.16 0.24
C11 6.13 -2.03 1.29
C12 4.84 -2.44 1.61
C13 3.77 -1.97 0.88
C14 2.94 0.67 -2.33
C15 3.60 1.82 -1.90
C16 3.78 2.88 -2.76
C17 3.30 2.81 -4.06
C18 2.63 1.68 -4.49
C19 2.45 0.61 -3.63
H1 0.36 -4.89 -2.54
H2 2.20 -5.59 -4.03
H3 4.15 -4.13 -4.36
H4 4.30 -1.97 -3.20
H5 5.45 -0.05 -1.36
H6 7.34 -0.85 -0.03
H7 6.97 -2.40 1.86
H8 4.68 -3.14 2.42
H9 2.76 -2.31 1.12
H10 3.97 1.89 -0.88
H11 4.30 3.76 -2.42
H12 3.44 3.65 -4.73
H13 2.25 1.62 -5.50
H14 1.93 -0.27 -3.98
C20 -0.58 -0.43 7.18
C21 0.28 0.60 6.81
C22 0.42 0.94 5.48
C23 -0.30 0.24 4.51
C24 -1.15 -0.79 4.88
C25 -1.29 -1.12 6.22
P2 -0.20 0.68 2.77
C26 1.54 1.18 2.49
C27 1.87 2.32 1.74
C28 3.20 2.69 1.58
C29 4.21 1.95 2.17
C30 3.89 0.81 2.91
C31 2.57 0.43 3.06
C32 -1.16 2.20 2.49
C33 -1.63 2.93 3.55
C34 -2.37 4.12 3.32
C35 -2.59 4.54 2.04
C36 -2.12 3.80 0.94
C37 -2.33 4.25 -0.39
C38 -1.89 3.52 -1.46
C39 -1.24 2.28 -1.23
C40 -0.98 1.79 0.03
C41 -1.42 2.59 1.14
H15 -0.68 -0.69 8.23
H16 0.84 1.14 7.57
H17 1.09 1.73 5.19
H18 -1.70 -1.35 4.13
H19 -1.95 -1.93 6.51
H20 1.09 2.93 1.31
H21 3.43 3.58 1.02
H22 5.24 2.25 2.07
H23 4.67 0.23 3.37
H24 2.34 -0.45 3.65
H25 -1.46 2.62 4.56
H26 -2.73 4.68 4.16
H27 -3.14 5.45 1.86
H28 -2.86 5.18 -0.55
H29 -2.05 3.87 -2.46
H30 -0.93 1.72 -2.12

These are the Mulliken partial charges, in e, on atoms 1 to 2:
1. Y 0.348
2. O -0.721